ORCA calculation (wB97M-V/def2-TZVPD) on an isolated molecule of C23H22N2O2 in a non-equilibrium geometry.

Structure (XYZ):
```
49
Properties=species:S:1:pos:R:3:forces:R:3:nbo_charge:R:1
C 0.0290 -4.2402 -1.0569 0.048 -0.070 -0.347 -0.41
N 0.1046 -2.7888 -0.8414 -0.428 -0.702 0.228 -0.42
C -1.1138 -2.0880 -0.8924 -0.018 0.579 -0.225 0.24
C -2.3351 -2.7729 -1.0173 -0.076 -0.032 -0.287 -0.28
C -3.5468 -2.0828 -1.0561 0.247 0.040 0.346 -0.19
C -3.5625 -0.6954 -0.9820 0.023 0.046 -0.304 -0.23
C -2.3563 0.0018 -0.9426 -0.778 -0.482 -0.033 -0.17
C -1.1461 -0.6722 -0.8749 0.554 0.664 0.795 -0.09
C 0.0906 0.1903 -0.5560 -0.945 0.197 -2.430 -0.24
C 1.3514 -0.6921 -0.7385 -0.197 0.711 0.728 -0.01
C 1.3217 -2.1133 -0.8877 0.183 0.988 -0.496 0.16
C 2.5374 -2.7723 -1.1670 -0.100 -0.090 -0.143 -0.26
C 3.7436 -2.0753 -1.2268 -0.201 0.155 0.316 -0.19
C 3.7746 -0.7084 -0.9699 -0.587 0.174 0.142 -0.25
C 2.5747 -0.0256 -0.6893 1.002 -0.753 -0.458 -0.21
H 1.0017 -4.7337 -0.9207 -0.510 0.391 0.097 0.22
H -0.6967 -4.7383 -0.3860 0.452 0.485 -0.150 0.21
H -0.3039 -4.4314 -2.0951 0.150 -0.071 0.337 0.20
H -2.3438 -3.8538 -1.1428 -0.085 0.347 0.175 0.21
H -4.4865 -2.6341 -1.1000 0.294 0.086 -0.070 0.22
H -4.5084 -0.1609 -0.9845 0.158 -0.050 -0.023 0.22
H -2.3941 1.0906 -0.9275 0.230 -0.222 0.045 0.22
H 0.1013 1.1081 -1.2789 0.168 -2.136 0.283 0.23
H 2.5367 -3.8387 -1.4123 0.093 0.534 0.232 0.21
H 4.6751 -2.6103 -1.4189 -0.336 0.100 -0.095 0.22
H 4.7073 -0.1586 -1.0152 -0.021 -0.073 0.128 0.21
H 2.6386 1.0369 -0.4350 -0.257 -0.457 -0.323 0.24
C 3.3951 4.5073 0.1852 0.023 0.540 0.556 -0.63
C 1.8827 4.2667 0.1770 0.507 0.144 -0.071 -0.07
O 1.6643 2.8273 0.3303 -0.148 -0.048 0.423 -0.53
C 0.3607 2.5194 0.5159 -0.471 1.102 -0.655 0.82
C 0.0206 1.0073 0.7591 2.072 0.972 2.507 -0.35
C -1.1556 0.8863 1.7614 0.243 -0.894 -1.545 0.02
C -2.1969 1.8119 1.8008 -0.949 -0.573 -0.256 -0.27
C -3.4517 1.3759 2.2683 1.404 0.415 -0.256 0.05
N -3.6279 0.1509 2.6936 -1.336 -0.662 1.044 -0.43
C -2.6203 -0.6996 2.7977 0.983 0.483 -0.439 0.04
C -1.3377 -0.3828 2.3365 -0.856 0.032 -0.272 -0.25
O -0.4241 3.4508 0.4160 -0.081 -1.466 0.182 -0.62
H 3.5860 5.4744 -0.3338 0.006 -0.741 0.193 0.22
H 3.7313 4.6746 1.2476 -0.038 -0.562 -1.109 0.21
H 3.9443 3.6798 -0.3189 -0.299 0.697 0.449 0.22
H 1.4023 4.8069 1.0125 0.133 -0.385 -0.453 0.20
H 1.4298 4.6322 -0.7606 0.061 -0.446 0.387 0.19
H 0.9395 0.5783 1.2408 -0.749 0.737 0.314 0.26
H -2.1587 2.7363 1.2458 0.249 0.054 0.346 0.26
H -4.3208 2.0320 2.2275 0.139 -0.133 -0.008 0.19
H -2.8419 -1.6838 3.1907 -0.037 -0.048 -0.017 0.19
H -0.6149 -1.1933 2.2220 0.080 0.425 0.213 0.22
```
Forces are in eV/Å.

Properties
multiplicity: 1
E_HOMO: -7.5 eV
frontier orbital gap: 8.22 eV
structure (SMILES): CCOC(=O)[C@@H](c1ccncc1)C1c2ccccc2N(C)c2ccccc21
largest force on an atom: 0.066 hartree/bohr
energy above the lowest of the compared OMol25 structures with the same formula, charge and spin: 200.50 kJ/mol

***

ORCA calculation (wB97M-V/def2-TZVPD) on a cluster of 4 separate species, C23H22N2O5 in total in a non-equilibrium geometry.

Structure (XYZ):
```
52
Properties=species:S:1:pos:R:3:forces:R:3:nbo_charge:R:1
N 0.0830 -1.6907 6.3791 -0.604 -0.088 -0.437 -0.76
C 0.0517 -2.7802 5.5289 0.171 0.188 0.115 0.13
C 0.0905 -2.8667 4.1902 -0.262 0.063 -0.021 -0.21
C 0.3418 -1.7524 3.2272 0.993 -0.212 0.064 -0.11
O 0.1495 -2.2101 1.8965 -0.572 0.290 -0.046 -0.41
N 0.4678 -1.1280 1.0006 -0.203 -0.049 0.550 0.39
O -0.3468 -1.0518 0.1835 0.271 -0.178 -0.476 -0.23
C -0.3248 -4.2552 3.8675 -0.911 0.414 0.306 0.77
O -0.8923 -4.6673 2.9141 0.467 -0.315 -0.312 -0.49
O -0.2373 -5.0182 5.0421 0.314 -0.104 -0.054 -0.50
C 0.2231 -4.1808 6.0246 0.474 0.091 -0.695 0.75
O 0.8755 -4.5327 6.9470 -0.442 -0.202 0.802 -0.49
H -0.2615 -0.8638 5.9023 0.333 0.108 0.034 0.38
H -0.5361 -1.8390 7.1701 0.439 -0.107 0.243 0.39
H -0.2451 -0.8524 3.4399 -0.248 -0.153 -0.035 0.19
H 1.4009 -1.4741 3.3453 -0.125 0.147 0.012 0.21
C 5.2099 -0.6010 -0.0685 0.005 -0.006 0.004 -0.22
C 3.8231 -0.6382 -0.0282 -0.008 -0.006 0.004 -0.22
C 3.0818 0.2820 -0.7564 -0.005 -0.024 -0.005 -0.17
C 3.7278 1.2366 -1.5290 0.024 -0.005 0.017 -0.22
C 5.1148 1.2730 -1.5706 0.002 0.013 -0.006 -0.22
C 5.8560 0.3557 -0.8390 0.003 0.000 -0.002 -0.21
H 5.7876 -1.3182 0.5002 0.002 -0.004 0.000 0.21
H 3.3192 -1.3864 0.5705 -0.002 0.000 0.006 0.21
H 2.0004 0.2546 -0.7238 -0.001 0.022 -0.009 0.20
H 3.1484 1.9539 -2.0934 -0.039 0.041 -0.040 0.21
H 5.6187 2.0181 -2.1730 0.000 0.003 0.004 0.21
H 6.9376 0.3863 -0.8689 0.002 -0.004 -0.005 0.21
C 0.4783 3.4583 -5.0311 0.006 0.007 -0.002 -0.21
C -0.8878 3.5889 -4.8257 -0.009 0.003 -0.016 -0.21
C -1.5862 2.5921 -4.1596 -0.015 0.004 0.024 -0.24
C -0.9188 1.4708 -3.6850 -0.032 -0.005 -0.027 -0.16
C 0.4483 1.3415 -3.8875 0.011 0.001 -0.007 -0.23
C 1.1443 2.3333 -4.5661 0.035 -0.012 0.030 -0.22
H 1.0234 4.2313 -5.5573 0.002 0.002 -0.001 0.21
H -1.4090 4.4646 -5.1903 -0.003 0.000 -0.006 0.21
H -2.6548 2.6861 -4.0122 -0.003 -0.003 0.002 0.21
H -1.4716 0.6958 -3.1692 0.014 -0.010 0.010 0.21
H 0.9709 0.4653 -3.5243 0.006 -0.006 -0.001 0.21
H 2.2084 2.2279 -4.7360 0.011 -0.009 0.011 0.21
C -3.5693 1.6378 -1.0569 -0.049 0.002 0.031 -0.21
C -4.9480 1.7654 -0.9564 -0.007 0.003 -0.040 -0.22
C -5.6965 0.7762 -0.3339 -0.010 0.004 0.003 -0.21
C -5.0650 -0.3396 0.1963 -0.001 -0.001 0.013 -0.24
C -3.6857 -0.4648 0.1038 0.037 -0.024 0.032 -0.15
C -2.9364 0.5222 -0.5227 -0.073 0.054 0.009 -0.25
H -2.9954 2.4109 -1.5516 0.060 -0.016 0.038 0.21
H -5.4412 2.6369 -1.3679 -0.001 0.001 -0.006 0.21
H -6.7721 0.8744 -0.2637 -0.002 0.005 0.006 0.21
H -5.6471 -1.1116 0.6830 -0.001 -0.008 -0.006 0.21
H -3.1908 -1.3333 0.5205 0.003 -0.012 -0.020 0.21
H -1.8628 0.4169 -0.5850 -0.055 0.099 -0.091 0.22
```
Forces are in eV/Å.

Properties
multiplicity: 1
E_HOMO: -9.4 eV
frontier orbital gap: 8.81 eV
structure (SMILES): NC1=C(CON=O)C(=O)OC1=O.c1ccccc1.c1ccccc1.c1ccccc1
largest force on an atom: 0.020 hartree/bohr
energy above the lowest of the compared OMol25 structures with the same formula, charge and spin: 502.64 kJ/mol

***

ORCA calculation (wB97M-V/def2-TZVPD) on a structure of composition C23H22N3O2PtS4 in a non-equilibrium geometry.

Structure (XYZ):
```
55
Properties=species:S:1:pos:R:3:forces:R:3:nbo_charge:R:1
Pt -0.7727 -0.5676 0.6860 0.061 0.299 1.264 0.50
C 2.7026 -0.2626 0.0419 -0.078 0.021 0.341 -0.41
N 1.8199 0.6584 0.7626 0.708 0.160 -0.562 -0.50
C 2.1471 0.7800 2.1750 -0.355 -0.095 -0.038 -0.22
C 0.9069 0.6476 3.0616 0.235 0.048 0.185 -0.24
N 0.1480 -0.5681 2.7455 -0.316 -0.015 -0.150 -0.49
C 1.0015 -1.7434 3.0198 0.139 -0.134 -0.031 -0.42
C -1.0976 -0.7299 3.4954 0.260 0.118 0.331 0.21
C -1.3569 -0.0024 4.6440 -0.056 -0.017 -0.041 -0.28
C -2.5332 -0.2148 5.3587 -0.010 -0.061 -0.032 -0.23
C -3.4294 -1.1758 4.9218 0.046 0.020 -0.036 -0.22
C -3.1626 -1.9063 3.7684 -0.017 -0.066 0.018 -0.23
C -2.0009 -1.7011 3.0321 0.027 -0.079 0.052 -0.20
S -1.6480 -2.5813 1.5416 -0.073 -0.163 -0.068 -0.24
C 1.6969 1.9324 0.1070 0.212 -0.226 0.066 0.20
C 2.8229 2.5512 -0.4326 -0.023 0.099 -0.008 -0.26
C 2.7426 3.7909 -1.0458 -0.017 -0.057 0.027 -0.23
C 1.5088 4.4235 -1.1138 -0.039 0.001 0.020 -0.22
C 0.3874 3.8055 -0.5905 -0.129 0.046 0.024 -0.23
C 0.4491 2.5476 0.0217 -0.253 0.027 -0.014 -0.18
S -1.0360 1.8021 0.6134 0.316 -0.038 -0.397 -0.29
H 3.7625 0.0267 0.0829 0.025 -0.039 0.003 0.15
H 2.6069 -1.2551 0.4842 0.018 -0.017 -0.070 0.19
H 2.3811 -0.3260 -0.9897 -0.052 0.002 -0.151 0.25
H 2.8700 -0.0002 2.4221 -0.013 0.036 0.099 0.19
H 2.6303 1.7358 2.4072 -0.016 0.037 -0.025 0.20
H 1.2726 0.6079 4.0980 -0.138 -0.022 0.039 0.17
H 0.2376 1.4975 2.9509 0.061 0.060 -0.124 0.25
H 1.3888 -1.6777 4.0439 -0.015 0.007 -0.005 0.17
H 0.4250 -2.6522 2.8914 -0.018 -0.009 0.036 0.25
H 1.8322 -1.7785 2.3207 -0.055 0.000 0.008 0.20
H -0.6549 0.7470 4.9817 -0.038 -0.003 0.016 0.21
H -2.7379 0.3705 6.2462 -0.007 0.001 -0.013 0.20
H -4.3515 -1.3473 5.4642 0.007 -0.003 -0.010 0.20
H -3.8771 -2.6345 3.4041 0.006 0.001 0.015 0.22
H 3.7822 2.0531 -0.3761 -0.003 -0.003 0.006 0.20
H 3.6275 4.2467 -1.4729 -0.015 0.001 0.009 0.20
H 1.4145 5.3894 -1.5956 -0.007 -0.005 0.002 0.20
H -0.5832 4.2811 -0.6698 0.020 0.004 -0.025 0.21
O 2.0725 -1.4802 -4.1011 0.114 0.032 -0.059 -0.94
S 1.0196 -0.5026 -4.0509 -0.120 -0.003 0.225 2.30
O 1.2843 0.8169 -4.5500 0.141 0.022 -0.059 -0.93
N 0.3891 -0.4350 -2.5412 0.031 0.050 0.298 -0.78
C -0.8503 -0.8291 -2.5072 -0.237 -0.040 -0.248 0.08
S -1.8935 -0.9347 -1.1691 -0.230 -0.039 -0.999 0.06
C -1.4043 -1.2629 -3.8511 0.082 0.137 0.390 -0.01
C -2.6649 -1.7309 -4.1820 -0.062 -0.032 -0.032 -0.21
C -2.9151 -2.0608 -5.5076 0.059 0.023 0.018 -0.21
C -1.9227 -1.9297 -6.4784 -0.057 -0.028 -0.029 -0.21
C -0.6587 -1.4640 -6.1434 -0.036 -0.008 0.077 -0.18
C -0.4334 -1.1399 -4.8187 -0.113 -0.073 -0.368 -0.34
H -3.4278 -1.8376 -3.4222 0.011 0.015 0.000 0.24
H -3.8948 -2.4248 -5.7909 0.012 -0.006 -0.009 0.21
H -2.1422 -2.1960 -7.5052 0.003 0.005 0.010 0.21
H 0.1195 -1.3588 -6.8881 0.003 0.009 0.020 0.22
```
Forces are in eV/Å.

Properties
multiplicity: 1
E_HOMO: -4.2 eV
total charge: -1
frontier orbital gap: 6.86 eV
largest force on an atom: 0.025 hartree/bohr
energy above the lowest of the compared OMol25 structures with the same formula, charge and spin: 0.00 kJ/mol

***

ORCA calculation (wB97M-V/def2-TZVPD) on a structure of composition C23H22N6O5Sr.

Structure (XYZ):
```
57
Properties=species:S:1:pos:R:3:forces:R:3:nbo_charge:R:1
Sr -0.2578 -0.1817 -1.2512 0.050 0.040 -0.039 1.84
O 0.9351 0.0152 0.9775 -0.010 -0.004 -0.018 -0.79
C 0.5189 0.9900 1.9701 -0.037 -0.025 -0.001 0.07
C -0.8523 1.5900 1.5033 -0.038 -0.039 0.118 0.78
O -1.4454 2.2832 2.3132 0.067 -0.015 -0.045 -0.66
O -1.1984 1.2887 0.3173 -0.181 -0.001 -0.131 -0.90
C 1.5150 2.1331 2.0226 0.014 0.005 0.020 -0.07
C 2.4138 2.3534 0.9845 0.002 -0.016 0.010 -0.23
C 3.2929 3.4290 1.0378 0.018 0.012 -0.002 -0.21
C 3.2717 4.2948 2.1178 0.008 0.009 -0.005 -0.21
C 2.3614 4.0872 3.1475 -0.009 -0.012 0.003 -0.22
C 1.4881 3.0145 3.1017 0.012 0.017 -0.012 -0.14
C 0.3910 0.2241 3.2790 0.041 0.003 0.014 0.06
C 1.5434 -0.1032 3.9891 -0.010 0.008 0.000 -0.23
C 1.4804 -0.9207 5.1077 0.002 0.004 0.000 -0.21
C 0.2585 -1.4199 5.5345 0.004 -0.006 0.007 -0.21
C -0.8957 -1.0923 4.8383 -0.012 0.000 -0.002 -0.21
C -0.8316 -0.2743 3.7183 -0.003 -0.007 -0.020 -0.23
H 1.8533 -0.2205 1.1568 0.017 -0.003 0.055 0.49
H 2.4312 1.7018 0.1189 -0.009 0.008 -0.001 0.23
H 3.9911 3.5863 0.2257 -0.002 0.000 0.000 0.22
H 3.9563 5.1322 2.1575 -0.001 -0.001 0.000 0.21
H 2.3303 4.7670 3.9892 0.001 0.000 0.001 0.21
H 0.7664 2.8622 3.8931 -0.005 -0.008 -0.002 0.22
H 2.4997 0.2992 3.6730 -0.004 -0.003 -0.001 0.22
H 2.3856 -1.1615 5.6503 0.001 0.002 -0.001 0.22
H 0.2053 -2.0510 6.4121 -0.002 -0.001 -0.001 0.21
H -1.8558 -1.4606 5.1774 0.001 -0.001 0.002 0.21
H -1.7420 0.0132 3.2076 -0.003 0.000 0.001 0.23
O -1.1092 -2.1741 0.1887 0.101 0.035 0.014 -0.77
C -2.3309 -2.8337 -0.1171 -0.008 0.018 0.005 -0.09
C -2.4351 -2.9955 -1.6150 0.037 0.030 0.104 0.19
C -3.1729 -4.0314 -2.1642 -0.016 0.001 -0.035 -0.25
C -3.2864 -4.1087 -3.5431 0.002 0.000 0.038 -0.14
C -2.6541 -3.1557 -4.3236 0.025 0.043 -0.022 -0.25
C -1.9304 -2.1575 -3.6929 -0.112 -0.126 -0.003 0.07
N -1.8222 -2.0773 -2.3638 0.034 0.058 -0.059 -0.53
H -1.0508 -1.9801 1.1328 -0.036 -0.005 0.023 0.51
H -3.1790 -2.2363 0.2354 -0.001 -0.023 0.007 0.20
H -2.3706 -3.8106 0.3690 -0.024 -0.013 -0.027 0.19
H -3.6450 -4.7622 -1.5212 0.002 -0.006 -0.003 0.22
H -3.8554 -4.9077 -3.9997 0.001 0.002 -0.006 0.23
H -2.7105 -3.1776 -5.4025 -0.006 -0.009 0.002 0.23
H -1.4187 -1.4006 -4.2748 0.023 0.019 0.016 0.22
N -2.7836 1.3415 -3.2048 -0.006 -0.027 0.055 -0.67
N -1.3573 1.4256 -3.0837 0.001 0.035 -0.037 -0.75
H -3.1465 2.1211 -3.7430 0.000 0.000 -0.003 0.34
H -3.1707 1.4161 -2.2712 0.011 0.004 0.004 0.36
H -1.0497 2.3791 -2.9090 0.036 -0.001 -0.030 0.36
H -0.9436 1.1209 -3.9606 -0.044 0.046 -0.026 0.38
O 1.7925 0.3807 -2.2907 0.220 -0.099 -0.035 -0.71
N 2.9147 0.3251 -2.9084 -0.088 0.044 -0.089 0.08
C 2.8377 0.1433 -4.2074 -0.036 0.011 0.182 -0.20
C 4.0329 0.0762 -4.9822 0.084 -0.022 -0.021 0.27
N 4.9803 0.0117 -5.6300 -0.011 0.009 0.001 -0.30
C 1.5593 -0.0011 -4.8312 -0.079 0.014 -0.030 0.32
N 0.4948 -0.1106 -5.2563 -0.020 -0.004 0.026 -0.41
```
Forces are in eV/Å.

Properties
multiplicity: 1
E_HOMO: -8.8 eV
frontier orbital gap: 8.72 eV
largest force on an atom: 0.005 hartree/bohr
energy above the lowest of the compared OMol25 structures with the same formula, charge and spin: 25.13 kJ/mol